ORCA calculation (ωB97M-V/def2-TZVPD) on a molecular structure, C22H20BF4HfN2O10S2 in a non-equilibrium geometry.

Highest occupied orbital energy, eV: -5.57
Energy relative to the best compared isomer or geometry (same formula, charge and spin), kcal/mol: 60.01
Molecular weight, g/mol: 801.83
Electronic energy, eV: -81130.1050
Charge: -1
Kohn-Sham gap, eV: 7.91
Spin multiplicity: 1

Cartesian coordinates (Å):
Hf (-0.2314, -0.4586, -0.6175)
C (1.7804, 2.6782, 0.5495)
O (2.5672, 2.9987, -0.5899)
C (2.1987, 2.4763, -1.7991)
C (2.4482, 3.2767, -2.8996)
C (2.1375, 2.8638, -4.1893)
C (1.5537, 1.6367, -4.3800)
C (1.2822, 0.7952, -3.2956)
C (0.7131, -0.4981, -3.5473)
N (0.2966, -1.1833, -2.5476)
N (-0.0868, -2.4930, -2.6172)
C (0.0315, -3.0147, -1.4190)
O (0.5320, -2.3503, -0.4218)
C (-0.3700, -4.4164, -1.2292)
C (-1.2972, -4.9947, -2.0905)
C (-1.7143, -6.2950, -1.8831)
C (-1.2045, -7.0352, -0.8268)
C (-0.2783, -6.4624, 0.0301)
C (0.1266, -5.1544, -0.1593)
C (1.6329, 1.1818, -1.9640)
O (1.5360, 0.3567, -0.9431)
H (2.0955, 3.3892, 1.3154)
H (1.9583, 1.6518, 0.8784)
H (0.7173, 2.8166, 0.3398)
H (2.8993, 4.2401, -2.7164)
H (2.3419, 3.5213, -5.0204)
H (1.2828, 1.3034, -5.3699)
H (0.7033, -0.9014, -4.5634)
H (-1.6823, -4.3996, -2.9019)
H (-2.4453, -6.7343, -2.5470)
H (-1.5238, -8.0583, -0.6723)
H (0.1313, -7.0366, 0.8503)
H (0.8372, -4.6895, 0.5069)
O (-2.4241, 1.8205, 2.3168)
S (-2.0199, 1.6044, 0.9449)
O (-1.3796, 2.7592, 0.3685)
O (-1.2049, 0.3551, 0.8682)
C (-3.5231, 1.2427, 0.0292)
C (-4.6850, 1.0714, 0.7661)
C (-5.8828, 0.8076, 0.1258)
C (-5.9306, 0.7433, -1.2592)
C (-4.7654, 0.8950, -1.9901)
C (-3.5616, 1.1248, -1.3417)
S (-2.1047, 1.1078, -2.3797)
O (-2.1389, -0.1890, -3.0266)
O (-2.2035, 2.2327, -3.2728)
O (-0.9270, 1.1576, -1.4826)
H (-4.6080, 1.1273, 1.8396)
H (-6.7810, 0.6433, 0.6999)
H (-6.8675, 0.5525, -1.7636)
H (-4.7467, 0.8365, -3.0673)
C (0.8900, -0.2293, 2.7878)
O (1.1675, -0.6398, 1.4479)
H (1.8296, 0.0561, 3.2759)
H (0.4049, -1.0175, 3.3629)
H (0.2212, 0.6313, 2.7505)
H (1.1957, -1.6052, 1.4161)
F (-2.8148, -3.4632, 0.1796)
B (-2.4766, -2.1848, 0.4761)
F (-2.1227, -1.4805, -0.7712)
F (-1.2957, -2.1312, 1.2224)
F (-3.4905, -1.5333, 1.0892)

Atom charges from the Mulliken analysis, given in e for atoms 1 to 2:
1 Hf 1.583
2 C -0.524

ORCA calculation (ωB97M-V/def2-TZVPD) on 5 unconnected molecules or ions with the total composition C25H49BrNO13.

Highest occupied orbital energy, eV: -12.30
Molecular weight, g/mol: 651.57
Electronic energy, eV: -124863.3980
Charge: +1
Kohn-Sham gap, eV: 8.48
Spin multiplicity: 1

Cartesian coordinates (Å):
C (2.9459, 0.2367, -4.1361)
C (3.8480, 1.0180, -3.1763)
C (3.0869, 1.7538, -2.0674)
Br (4.0440, 3.3830, -1.6050)
C (2.8756, 0.8781, -0.8065)
C (1.9541, -0.2370, -1.2222)
N (0.7404, -0.0224, -0.8887)
C (-0.4214, -0.8975, -1.1284)
C (-0.1437, -2.4027, -1.0305)
C (0.4175, -3.0074, -2.3241)
C (0.7032, -2.7862, 0.2027)
C (0.6148, 1.2544, -0.1399)
C (2.0342, 1.4183, 0.3833)
C (2.2891, 2.7422, 1.0994)
O (1.5792, 2.7473, 2.3163)
C (2.1751, 1.9958, 3.3659)
H (2.0291, 0.7876, -4.3607)
H (2.6664, -0.7533, -3.7695)
H (3.4628, 0.0718, -5.0803)
H (4.5881, 0.3526, -2.7228)
H (4.4156, 1.7516, -3.7453)
H (2.1236, 2.0869, -2.4564)
H (3.8452, 0.4824, -0.5010)
H (2.2250, -1.1355, -1.7587)
H (-1.1638, -0.5971, -0.3871)
H (-0.8277, -0.6426, -2.1098)
H (-1.1449, -2.8160, -0.8956)
H (0.1401, -4.0581, -2.4022)
H (0.0327, -2.5065, -3.2151)
H (1.5099, -2.9783, -2.3628)
H (1.1239, -1.9290, 0.7315)
H (1.5318, -3.4328, -0.0874)
H (0.1251, -3.3458, 0.9364)
H (0.3258, 2.0362, -0.8480)
H (-0.1517, 1.1685, 0.6264)
H (2.1464, 0.6386, 1.1473)
H (3.3599, 2.9019, 1.2518)
H (1.9077, 3.5851, 0.5241)
H (1.9577, 2.5111, 4.2996)
H (3.2614, 1.9393, 3.2458)
H (1.7679, 0.9817, 3.4254)
C (-2.8026, 1.3816, 2.5684)
O (-3.9920, 0.6392, 2.8306)
C (-4.1868, -0.4107, 2.0345)
O (-3.4401, -0.7660, 1.1496)
O (-5.3239, -0.9897, 2.3731)
C (-5.6939, -2.1334, 1.5853)
H (-2.7784, 2.1843, 3.2980)
H (-1.9253, 0.7457, 2.6885)
H (-2.8194, 1.7941, 1.5598)
H (-4.9407, -2.9133, 1.6771)
H (-5.8088, -1.8502, 0.5411)
H (-6.6422, -2.4653, 1.9931)
C (-7.6495, 1.2116, 0.7837)
O (-8.6575, 0.1990, 0.7185)
C (-9.6952, 0.4113, 1.5357)
O (-9.8226, 1.3562, 2.2688)
O (-10.5513, -0.5959, 1.3942)
C (-11.7280, -0.4898, 2.2101)
H (-6.8877, 0.9011, 0.0728)
H (-8.0508, 2.1827, 0.5003)
H (-7.2317, 1.2696, 1.7877)
H (-12.2800, 0.4141, 1.9616)
H (-11.4574, -0.4681, 3.2637)
H (-12.3159, -1.3727, 1.9824)
C (8.8579, 1.3111, -8.2598)
O (8.1998, 1.3240, -6.9827)
C (7.8131, 2.5306, -6.5806)
O (7.9543, 3.5617, -7.1821)
O (7.2338, 2.4083, -5.3796)
C (6.7720, 3.6450, -4.8266)
H (9.1087, 0.2718, -8.4432)
H (8.1919, 1.6895, -9.0324)
H (9.7564, 1.9235, -8.2274)
H (6.0220, 4.0981, -5.4736)
H (7.5939, 4.3449, -4.6901)
H (6.3370, 3.3788, -3.8676)
C (1.5990, -3.7433, 7.3858)
O (1.4211, -2.8678, 6.2587)
C (0.2506, -2.9971, 5.6469)
O (-0.6315, -3.7590, 5.9388)
O (0.2085, -2.1222, 4.6301)
C (-1.0164, -2.1472, 3.8971)
H (2.5878, -3.5181, 7.7705)
H (0.8387, -3.5467, 8.1384)
H (1.5350, -4.7822, 7.0698)
H (-1.8591, -1.8929, 4.5384)
H (-1.1863, -3.1245, 3.4474)
H (-0.9078, -1.3962, 3.1175)

Atom charges from the Mulliken analysis, given in e for atoms 1 to 2:
1 C -1.178
2 C -0.389

ORCA calculation (ωB97M-V/def2-TZVPD) on a gas-phase ion, C6H11BrClN2 (charge +1) in a non-equilibrium geometry.

Highest occupied orbital energy, eV: -13.47
Energy relative to the best compared isomer or geometry (same formula, charge and spin), kcal/mol: 0.00
Molecular weight, g/mol: 226.53
Structure (SMILES): Cl[C@]1(Br)C[NH+]2CCN1CC2
Electronic energy, eV: -91936.8433
Charge: +1
Kohn-Sham gap, eV: 10.30
Spin multiplicity: 1

Cartesian coordinates (Å):
Cl (-2.7726, -2.1736, -0.0787)
C (-2.0659, -0.4886, 0.0057)
Br (-3.4585, 0.8025, -0.0803)
C (-1.0969, -0.3238, -1.4332)
N (0.2097, 0.1558, -0.9339)
C (0.0297, 1.3338, -0.0382)
C (-0.5893, 0.9447, 1.2881)
N (-1.2434, -0.3814, 1.0701)
C (-0.0711, -1.3195, 1.0493)
C (0.8966, -0.8668, -0.0395)
H (-1.1202, -1.3959, -1.9688)
H (-1.4358, 0.3845, -2.1259)
H (0.7848, 0.3956, -1.7218)
H (-0.7428, 2.0656, -0.5595)
H (0.9768, 1.8091, 0.1055)
H (0.1573, 0.7410, 2.0646)
H (-1.2838, 1.6782, 1.5838)
H (-0.3853, -2.3788, 0.7766)
H (0.4679, -1.2121, 2.0474)
H (1.8194, -0.3104, 0.5059)
H (1.1277, -1.8217, -0.4606)

Atom charges from the Mulliken analysis, given in e for atoms 1 to 2:
1 Cl -0.136
2 C 0.692

ORCA calculation (ωB97M-V/def2-TZVPD) on 4 unconnected molecules or ions with the total composition C38H78N12O6P3S2 in a non-equilibrium geometry.

Highest occupied orbital energy, eV: -9.30
Molecular weight, g/mol: 956.18
Electronic energy, eV: -120358.8434
Charge: +1
Kohn-Sham gap, eV: 6.00
Spin multiplicity: 1

Cartesian coordinates (Å):
O (-1.7575, 1.5666, 5.2583)
C (-1.6638, 2.0978, 4.1807)
C (-2.0197, 3.6090, 3.9403)
C (-0.9210, 4.5372, 4.3675)
N (-0.1176, 5.2392, 3.6358)
C (-0.1357, 5.3069, 2.1680)
C (1.2421, 5.0872, 1.4813)
C (1.4742, 6.1556, 0.3813)
C (0.4495, 6.0415, -0.7710)
S (-0.7552, 7.4360, -0.7966)
C (-2.0986, 6.6790, 0.0641)
N (-2.6915, 7.0662, 1.1306)
N (-3.6440, 6.0893, 1.4019)
C (-3.5422, 5.1991, 0.5003)
O (-2.5705, 5.5017, -0.4167)
C (0.8477, 6.0722, 4.3721)
C (0.5769, 5.9130, 5.8819)
C (0.6112, 7.1669, 6.7719)
C (-0.8281, 7.8337, 6.8499)
C (-1.6578, 7.7523, 5.5206)
O (-0.9792, 9.0030, 6.1107)
S (-0.7207, 4.6515, 6.1091)
C (-1.1903, 1.3578, 2.9403)
C (-1.8820, 0.2886, 2.4118)
C (-1.3997, -0.2988, 1.2493)
C (-0.2394, 0.1690, 0.6674)
C (0.4619, 1.2504, 1.1971)
C (-0.0269, 1.8382, 2.3529)
H (-2.9320, 3.8513, 4.4980)
H (-2.2159, 3.7342, 2.8716)
H (-0.8338, 4.5704, 1.7635)
H (-0.4574, 6.3272, 1.9143)
H (1.2889, 4.1045, 0.9940)
H (2.1040, 5.1449, 2.1569)
H (2.4826, 5.9568, -0.0123)
H (1.5063, 7.1616, 0.8198)
H (-0.1207, 5.1100, -0.6827)
H (0.9344, 6.0644, -1.7518)
H (-4.0701, 4.2655, 0.3407)
H (1.9046, 5.9462, 4.1204)
H (0.6334, 7.0968, 4.0241)
H (1.4781, 5.3705, 6.2195)
H (0.7915, 6.8656, 7.8080)
H (1.2731, 7.9533, 6.4015)
H (-1.3883, 7.7226, 7.7838)
H (-2.6431, 8.1707, 5.7257)
H (-1.1621, 7.8476, 4.5601)
H (-2.7927, -0.0448, 2.9056)
H (-1.9449, -1.1236, 0.7981)
H (0.1400, -0.3027, -0.2399)
H (1.3707, 1.6657, 0.7731)
H (0.4720, 2.6964, 2.8055)
O (-5.6656, 3.4500, -2.1252)
P (-5.7015, 3.4205, -3.6443)
N (-5.0777, 1.8311, -3.8772)
C (-3.6959, 1.4417, -3.7085)
C (-5.9789, 0.7809, -3.4182)
N (-4.6044, 4.7371, -3.8697)
C (-3.2613, 4.6388, -4.3880)
C (-4.6681, 5.7838, -2.8562)
N (-6.0996, 3.5086, -5.3179)
C (-5.6935, 2.6216, -6.3929)
C (-6.6427, 4.7752, -5.8029)
H (-3.5232, 0.4848, -4.2083)
H (-3.4035, 1.3383, -2.6530)
H (-3.0074, 2.1281, -4.1950)
H (-6.9367, 0.8483, -3.9466)
H (-6.1788, 0.8545, -2.3423)
H (-5.5733, -0.2101, -3.6246)
H (-2.5654, 4.2161, -3.6498)
H (-2.8836, 5.6269, -4.6671)
H (-3.2176, 4.0505, -5.3062)
H (-4.0935, 5.5097, -1.9677)
H (-5.6972, 5.9670, -2.5508)
H (-4.2868, 6.7306, -3.2493)
H (-4.6204, 2.6877, -6.5923)
H (-6.2173, 2.8750, -7.3177)
H (-5.9510, 1.5841, -6.1947)
H (-5.8647, 5.3833, -6.2736)
H (-7.0787, 5.3513, -4.9871)
H (-7.4437, 4.6079, -6.5269)
O (2.8053, -1.2827, -1.1572)
P (4.1850, -1.8693, -0.9006)
N (3.6862, -3.3596, -0.2031)
C (3.1286, -3.5256, 1.1206)
C (3.0441, -4.2613, -1.1558)
N (4.6549, -0.6208, 0.1909)
C (4.8077, -0.7700, 1.6173)
C (4.1443, 0.7019, -0.1346)
N (5.8121, -2.4366, -0.9308)
C (6.3736, -3.6079, -0.2823)
C (6.8326, -1.4960, -1.3846)
H (3.1947, -4.5770, 1.4126)
H (2.0759, -3.2137, 1.1864)
H (3.6962, -2.9975, 1.8823)
H (3.7286, -4.4855, -1.9820)
H (2.1314, -3.8234, -1.5793)
H (2.7842, -5.2159, -0.6973)
H (3.8381, -0.8279, 2.1307)
H (5.3521, 0.0817, 2.0374)
H (5.4080, -1.6433, 1.8759)
H (3.1129, 0.8385, 0.2053)
H (4.1666, 0.8790, -1.2086)
H (4.7713, 1.4758, 0.3198)
H (6.3735, -3.5099, 0.8069)
H (7.4079, -3.7632, -0.5998)
H (5.8516, -4.5223, -0.5532)
H (7.3398, -1.0246, -0.5372)
H (6.3936, -0.7100, -1.9994)
H (7.5793, -1.9951, -2.0070)
O (2.5173, -7.7368, -0.7858)
P (1.5129, -8.8525, -1.0007)
N (0.8141, -8.8666, 0.5761)
C (1.4403, -9.4005, 1.7658)
C (0.0490, -7.6656, 0.8811)
N (2.6770, -10.0833, -1.3404)
C (2.9931, -11.2068, -0.4899)
C (3.8851, -9.6416, -2.0338)
N (0.2752, -9.9169, -1.5576)
C (-0.6924, -10.6663, -0.7776)
C (0.3805, -10.3897, -2.9354)
H (0.6805, -9.5639, 2.5352)
H (2.2140, -8.7381, 2.1785)
H (1.8744, -10.3830, 1.6024)
H (-0.7614, -7.5396, 0.1533)
H (0.6739, -6.7633, 0.8534)
H (-0.4171, -7.7293, 1.8652)
H (3.5988, -10.9089, 0.3756)
H (3.5602, -11.9603, -1.0437)
H (2.0969, -11.7258, -0.1450)
H (4.6250, -9.2191, -1.3423)
H (3.6492, -8.8860, -2.7813)
H (4.3454, -10.4774, -2.5670)
H (-0.2166, -11.4494, -0.1811)
H (-1.4225, -11.1484, -1.4327)
H (-1.2775, -10.0290, -0.1189)
H (0.8276, -11.3871, -2.9772)
H (0.9939, -9.7161, -3.5335)
H (-0.6009, -10.4242, -3.4154)

Atom charges from the Mulliken analysis, given in e for atoms 1 to 2:
1 O -0.530
2 C 0.055